# 1
C24H64BCuF4O24S8 as an isolated structure at a distorted geometry. Source: the Open Molecules 2025 dataset; level of theory: wB97M-V/def2-TZVPD.

Results
F_max   0.0876 hartree/bohr
Highest occupied orbital energy (alpha / beta)   -12.19 / -12.17 eV
M   1143.6 g/mol
Kohn-Sham gap (alpha / beta)   5.8 / 2.0 eV
LUMO level (alpha / beta)   -6.434 / -10.120 eV
ΔE to the lowest compared entry with this formula, charge and spin   1486.5 kJ/mol
Net charge   +1
Multiplicity   2

Geometry (Å):
Cu (-1.93, -0.02, -3.25)
B (0.78, -1.86, 0.22)
F (0.06, -2.85, -0.41)
F (0.26, -1.77, 1.52)
F (2.06, -2.22, 0.38)
F (0.49, -0.69, -0.40)
O (-3.48, 6.96, -0.74)
S (-2.33, 6.17, -1.12)
O (-2.35, 4.86, -1.75)
O (-1.17, 7.07, -1.88)
C (-1.12, 8.46, -1.71)
C (-1.27, 9.25, -3.03)
C (-1.39, 6.05, 0.55)
H (-0.09, 8.58, -1.40)
H (-1.88, 8.78, -1.00)
H (-1.16, 10.30, -2.75)
H (-2.29, 9.21, -3.41)
H (-0.62, 9.02, -3.88)
H (-1.18, 7.03, 0.99)
H (-0.49, 5.45, 0.55)
H (-2.16, 5.62, 1.19)
O (3.53, 8.13, 3.80)
S (4.59, 7.20, 4.23)
O (5.26, 7.36, 5.48)
O (4.06, 5.60, 4.15)
C (4.99, 4.55, 4.31)
C (5.14, 3.87, 3.05)
C (5.84, 7.20, 2.89)
H (4.70, 3.94, 5.17)
H (6.00, 4.86, 4.59)
H (5.80, 3.00, 3.04)
H (5.50, 4.52, 2.26)
H (4.22, 3.38, 2.74)
H (5.36, 7.12, 1.91)
H (6.52, 6.39, 3.17)
H (6.44, 8.11, 2.84)
O (-7.25, -5.63, -4.81)
S (-5.81, -5.89, -4.50)
O (-4.71, -4.88, -4.24)
O (-5.79, -6.89, -3.22)
C (-6.81, -7.83, -3.12)
C (-6.35, -8.91, -2.19)
C (-4.98, -6.91, -5.95)
H (-7.09, -8.12, -4.13)
H (-7.71, -7.33, -2.74)
H (-5.38, -9.35, -2.44)
H (-7.14, -9.63, -1.99)
H (-6.21, -8.36, -1.26)
H (-5.62, -7.75, -6.20)
H (-3.97, -7.21, -5.66)
H (-4.83, -6.35, -6.87)
O (2.25, -3.06, -6.08)
S (3.15, -3.97, -6.78)
O (2.61, -5.14, -7.48)
O (4.26, -3.20, -7.76)
C (5.25, -3.96, -8.50)
C (6.69, -3.57, -8.10)
C (4.37, -4.65, -5.61)
H (5.02, -3.77, -9.55)
H (5.12, -5.03, -8.38)
H (7.57, -3.90, -8.66)
H (6.81, -3.69, -7.03)
H (6.83, -2.49, -8.18)
H (5.15, -5.27, -6.04)
H (3.68, -5.19, -4.96)
H (4.88, -3.85, -5.06)
O (-7.35, -1.31, 1.65)
S (-5.95, -1.17, 1.92)
O (-5.05, -0.67, 0.83)
O (-5.94, -0.11, 3.15)
C (-6.76, 1.17, 3.01)
C (-7.34, 1.70, 4.38)
C (-5.20, -2.62, 2.79)
H (-7.36, 1.27, 2.11)
H (-6.01, 1.94, 2.83)
H (-7.14, 0.92, 5.12)
H (-8.42, 1.79, 4.31)
H (-6.78, 2.59, 4.66)
H (-5.16, -3.26, 1.91)
H (-5.94, -2.81, 3.56)
H (-4.24, -2.37, 3.25)
O (3.20, -10.00, 5.08)
S (2.55, -10.36, 3.83)
O (3.32, -10.14, 2.58)
O (1.96, -11.90, 3.81)
C (1.34, -12.46, 4.99)
C (1.60, -13.94, 4.84)
C (0.93, -9.48, 3.70)
H (0.29, -12.17, 5.03)
H (1.82, -12.03, 5.86)
H (1.21, -14.43, 5.73)
H (2.63, -14.29, 4.84)
H (1.08, -14.38, 3.99)
H (0.48, -9.29, 4.68)
H (0.18, -10.09, 3.20)
H (1.21, -8.51, 3.31)
O (-3.59, 6.75, 6.73)
S (-3.15, 6.08, 7.99)
O (-4.07, 5.65, 9.10)
O (-1.99, 4.95, 7.53)
C (-1.54, 3.95, 8.42)
C (-1.40, 2.59, 7.58)
C (-1.97, 7.27, 8.76)
H (-2.26, 3.77, 9.22)
H (-0.61, 4.09, 8.96)
H (-0.72, 1.91, 8.09)
H (-0.84, 2.75, 6.66)
H (-2.38, 2.14, 7.37)
H (-1.34, 7.86, 8.10)
H (-1.41, 6.61, 9.43)
H (-2.67, 7.86, 9.35)
O (4.85, 3.68, -5.75)
S (3.52, 4.15, -6.08)
O (2.35, 3.56, -5.47)
O (3.51, 5.79, -5.79)
C (4.26, 6.64, -6.63)
C (4.85, 7.75, -5.66)
C (3.29, 4.17, -7.94)
H (3.61, 7.11, -7.37)
H (5.09, 6.28, -7.24)
H (5.18, 7.14, -4.82)
H (4.06, 8.43, -5.35)
H (5.73, 8.22, -6.09)
H (3.14, 3.14, -8.27)
H (4.24, 4.43, -8.40)
H (2.46, 4.84, -8.16)

Atomic partial charges in e from the Löwdin method, atoms 1 to 2: 0.985 -1.306

# 2
A 11-piece molecular cluster, C24H64BF16N8O8P2 overall at a distorted geometry. Source: the Open Molecules 2025 dataset; level of theory: wB97M-V/def2-TZVPD.

Results
F_max   0.1116 hartree/bohr
Highest occupied orbital energy   -17.50 eV
M   969.6 g/mol
Kohn-Sham gap   7.7 eV
LUMO level   -9.832 eV
ΔE to the lowest compared entry with this formula, charge and spin   159.8 kJ/mol
Net charge   +5
Multiplicity   1

Geometry (Å):
C (4.93, 9.31, 6.31)
C (6.46, 9.68, 6.21)
O (6.96, 10.66, 5.68)
N (7.41, 8.63, 6.70)
H (7.00, 7.72, 6.56)
H (8.24, 8.59, 6.12)
C (7.65, 8.86, 8.18)
H (4.63, 8.82, 7.24)
H (4.57, 8.70, 5.49)
H (4.34, 10.22, 6.36)
H (8.27, 8.01, 8.45)
H (6.75, 8.85, 8.79)
H (8.22, 9.79, 8.23)
C (0.67, 6.08, 8.00)
C (0.51, 7.50, 8.63)
O (1.33, 7.97, 9.43)
N (-0.72, 8.26, 8.11)
H (-0.54, 8.44, 7.13)
H (-1.48, 7.60, 8.03)
C (-1.31, 9.30, 9.01)
H (-0.19, 5.46, 8.23)
H (1.56, 5.72, 8.51)
H (0.81, 6.03, 6.92)
H (-0.55, 10.05, 9.23)
H (-1.74, 8.93, 9.94)
H (-2.08, 9.74, 8.37)
C (-3.84, 19.14, 6.07)
C (-3.22, 20.01, 7.17)
O (-2.65, 21.06, 6.85)
N (-3.08, 19.38, 8.57)
H (-3.45, 20.10, 9.19)
H (-3.90, 18.80, 8.65)
C (-1.77, 18.62, 8.88)
H (-3.66, 18.08, 6.25)
H (-3.78, 19.61, 5.09)
H (-4.92, 19.16, 6.16)
H (-1.59, 17.88, 8.10)
H (-2.02, 18.16, 9.83)
H (-1.03, 19.42, 8.94)
C (2.75, 20.15, 5.39)
C (3.39, 18.83, 4.90)
O (3.96, 18.78, 3.78)
N (3.35, 17.69, 5.88)
H (3.41, 18.09, 6.80)
H (2.54, 17.10, 5.78)
C (4.61, 16.75, 5.77)
H (2.48, 20.06, 6.44)
H (1.85, 20.27, 4.80)
H (3.46, 20.96, 5.23)
H (4.47, 15.95, 5.04)
H (4.88, 16.28, 6.71)
H (5.47, 17.33, 5.44)
C (3.97, 12.23, 11.67)
C (5.42, 12.57, 11.53)
O (6.01, 12.56, 10.47)
N (6.25, 12.66, 12.84)
H (5.69, 12.34, 13.62)
H (7.01, 12.01, 12.70)
C (6.64, 14.14, 13.07)
H (3.87, 11.32, 12.27)
H (3.59, 12.02, 10.67)
H (3.41, 13.02, 12.18)
H (7.13, 14.58, 12.21)
H (7.19, 14.16, 14.02)
H (5.71, 14.71, 13.14)
C (0.78, 17.03, 0.50)
C (-0.15, 18.20, 0.94)
O (-0.79, 18.09, 1.96)
N (-0.40, 19.42, 0.02)
H (0.43, 20.00, 0.11)
H (-0.45, 19.14, -0.95)
C (-1.80, 20.07, 0.22)
H (1.78, 17.40, 0.29)
H (0.37, 16.37, -0.26)
H (0.94, 16.41, 1.39)
H (-1.88, 20.69, 1.11)
H (-2.59, 19.33, 0.12)
H (-1.84, 20.84, -0.55)
C (-0.05, 11.03, -2.91)
C (0.46, 10.84, -1.47)
O (1.61, 11.09, -1.19)
N (-0.50, 10.11, -0.51)
H (-1.36, 9.86, -0.98)
H (-0.06, 9.26, -0.21)
C (-0.94, 10.95, 0.76)
H (0.53, 11.84, -3.37)
H (-1.08, 11.38, -2.88)
H (0.03, 10.15, -3.54)
H (-1.54, 10.32, 1.40)
H (-1.56, 11.71, 0.28)
H (-0.13, 11.50, 1.24)
C (-5.97, 14.72, 3.40)
C (-6.24, 13.52, 2.49)
O (-5.53, 12.54, 2.45)
N (-7.54, 13.60, 1.73)
H (-7.98, 12.69, 1.80)
H (-8.33, 14.16, 2.04)
C (-7.23, 14.02, 0.25)
H (-5.90, 14.44, 4.45)
H (-6.82, 15.40, 3.48)
H (-5.04, 15.15, 3.02)
H (-8.17, 14.26, -0.26)
H (-6.69, 13.24, -0.30)
H (-6.58, 14.89, 0.24)
P (0.18, 13.72, 6.00)
F (1.51, 13.83, 6.95)
F (0.33, 12.08, 6.11)
F (-0.68, 13.74, 7.38)
F (-1.14, 13.56, 5.05)
F (0.07, 15.33, 5.99)
F (1.21, 13.78, 4.78)
P (2.93, 17.67, 11.08)
F (4.06, 16.81, 10.39)
F (4.03, 18.51, 11.90)
F (2.98, 18.89, 9.96)
F (1.78, 18.57, 11.88)
F (1.80, 16.90, 10.15)
F (2.92, 16.48, 12.18)
B (0.50, 7.07, 3.02)
F (0.04, 7.84, 4.08)
F (0.93, 5.84, 3.41)
F (-0.60, 6.91, 2.24)
F (1.36, 7.71, 2.19)

Atomic partial charges in e from the Löwdin method, atoms 1 to 2: 0.043 -0.333

# 3
C24H64Cu2N6O3 as an isolated structure at a distorted geometry. Source: the Open Molecules 2025 dataset; level of theory: wB97M-V/def2-TZVPD.

Results
F_max   0.0694 hartree/bohr
Highest occupied orbital energy   -12.44 eV
M   611.9 g/mol
Kohn-Sham gap   7.5 eV
LUMO level   -4.963 eV
Net charge   +2
Multiplicity   1

Geometry (Å):
Cu (-13.11, -7.64, 7.20)
Cu (-18.65, -11.65, 6.99)
N (-19.24, -7.14, 9.95)
H (-19.66, -7.76, 9.15)
H (-18.20, -7.18, 9.91)
H (-19.37, -7.63, 10.87)
H (-19.62, -6.18, 10.08)
N (-17.62, -9.37, 8.33)
O (-16.74, -8.70, 8.81)
O (-17.31, -10.54, 7.88)
O (-18.79, -9.09, 8.39)
C (-10.06, -7.25, 6.36)
C (-10.39, -8.58, 7.08)
N (-11.74, -8.82, 7.80)
C (-12.05, -10.31, 7.84)
C (-12.82, -10.89, 6.61)
C (-11.56, -8.33, 9.15)
C (-12.77, -8.05, 10.11)
H (-10.86, -6.90, 5.67)
H (-9.10, -7.36, 5.99)
H (-9.98, -6.38, 7.01)
H (-10.32, -9.41, 6.33)
H (-9.51, -8.80, 7.83)
H (-11.12, -10.83, 7.94)
H (-12.75, -10.43, 8.62)
H (-12.15, -11.19, 5.86)
H (-13.33, -11.73, 7.03)
H (-13.60, -10.15, 6.20)
H (-11.05, -7.35, 9.07)
H (-10.85, -8.88, 9.69)
H (-12.43, -8.08, 11.10)
H (-13.56, -8.79, 10.00)
H (-13.25, -7.03, 10.04)
C (-14.24, -7.08, 4.13)
C (-15.06, -6.81, 5.42)
N (-14.27, -6.08, 6.47)
C (-13.41, -5.05, 5.83)
C (-14.26, -4.05, 5.12)
C (-15.18, -5.28, 7.37)
C (-14.48, -4.60, 8.53)
H (-13.17, -7.21, 4.36)
H (-14.32, -6.32, 3.34)
H (-14.67, -8.02, 3.76)
H (-15.92, -6.15, 5.17)
H (-15.40, -7.70, 5.92)
H (-12.80, -4.53, 6.56)
H (-12.77, -5.53, 5.11)
H (-14.57, -3.29, 5.85)
H (-13.65, -3.47, 4.41)
H (-15.17, -4.34, 4.54)
H (-15.92, -6.01, 7.81)
H (-15.80, -4.59, 6.79)
H (-13.67, -3.99, 8.15)
H (-14.17, -5.33, 9.26)
H (-15.25, -3.97, 9.05)
C (-21.77, -11.18, 7.93)
C (-21.39, -12.66, 8.04)
N (-20.35, -12.94, 6.95)
C (-21.09, -13.32, 5.57)
C (-21.39, -14.82, 5.32)
C (-19.45, -14.03, 7.36)
C (-18.22, -14.34, 6.42)
H (-22.26, -10.74, 8.80)
H (-22.53, -10.97, 7.15)
H (-20.91, -10.64, 7.75)
H (-21.05, -12.90, 9.06)
H (-22.28, -13.29, 7.92)
H (-21.97, -12.70, 5.65)
H (-20.50, -12.84, 4.77)
H (-22.16, -15.20, 6.05)
H (-21.78, -14.95, 4.27)
H (-20.51, -15.56, 5.38)
H (-19.94, -14.99, 7.57)
H (-18.89, -13.81, 8.26)
H (-17.46, -13.53, 6.41)
H (-18.47, -14.48, 5.38)
H (-17.75, -15.32, 6.68)
C (-19.73, -9.50, 4.21)
C (-20.66, -8.71, 3.34)
N (-21.79, -8.14, 4.14)
C (-21.35, -6.96, 4.96)
C (-22.12, -6.83, 6.23)
C (-22.84, -7.52, 3.14)
C (-23.97, -8.50, 2.70)
H (-20.30, -9.85, 5.02)
H (-18.98, -8.80, 4.59)
H (-19.21, -10.33, 3.70)
H (-20.09, -7.95, 2.79)
H (-21.20, -9.22, 2.59)
H (-20.29, -7.07, 5.20)
H (-21.46, -6.07, 4.31)
H (-21.84, -5.87, 6.70)
H (-23.19, -6.60, 6.14)
H (-22.09, -7.64, 6.99)
H (-22.25, -7.15, 2.34)
H (-23.31, -6.73, 3.68)
H (-23.83, -9.32, 1.94)
H (-24.79, -7.91, 2.31)
H (-24.36, -8.97, 3.62)

Atomic partial charges in e from the Löwdin method, atoms 1 to 2: 0.514 0.495

# 4
C24H64F4N10O16S4 as an isolated structure at a distorted geometry. Source: the Open Molecules 2025 dataset; level of theory: wB97M-V/def2-TZVPD.

Results
F_max   0.1969 hartree/bohr
Highest occupied orbital energy   -11.19 eV
M   953.1 g/mol
Kohn-Sham gap   0.9 eV
LUMO level   -10.285 eV
ΔE to the lowest compared entry with this formula, charge and spin   1285.9 kJ/mol
Net charge   +6
Multiplicity   1

Geometry (Å):
C (8.36, -4.78, -3.00)
C (7.38, -5.36, -3.92)
O (6.42, -4.88, -4.40)
N (7.55, -6.93, -4.20)
H (6.95, -7.15, -4.97)
H (8.51, -7.30, -4.37)
C (7.00, -7.76, -3.01)
H (8.29, -3.72, -3.00)
H (9.36, -5.14, -3.19)
H (8.14, -5.05, -1.98)
H (5.90, -7.55, -2.91)
H (7.55, -7.59, -2.03)
H (6.99, -8.79, -3.27)
C (-4.88, -5.33, -7.76)
C (-5.06, -6.47, -8.70)
O (-4.55, -6.53, -9.75)
N (-5.80, -7.74, -8.26)
H (-5.46, -8.35, -9.00)
H (-5.46, -8.13, -7.39)
C (-7.28, -7.55, -8.23)
H (-5.17, -5.57, -6.76)
H (-5.49, -4.48, -8.10)
H (-3.83, -5.10, -7.86)
H (-7.61, -7.17, -9.23)
H (-7.60, -6.91, -7.37)
H (-7.69, -8.53, -8.04)
C (1.41, 1.78, -0.51)
C (0.24, 1.46, -1.39)
O (-0.92, 1.75, -1.25)
N (0.18, 0.21, -2.28)
H (-3.62, -6.27, -0.20)
H (-0.58, 0.31, -3.02)
C (0.93, -0.87, -2.32)
H (1.43, 2.86, -0.25)
H (2.29, 1.69, -1.12)
H (1.56, 1.12, 0.43)
H (0.80, -1.66, -3.12)
H (-1.61, 8.71, 1.45)
H (1.65, -0.92, -1.54)
C (-7.59, -1.87, 8.37)
C (-7.38, -3.32, 8.17)
O (-7.52, -4.03, 7.24)
N (-7.16, -4.16, 9.50)
H (-7.97, -4.77, 9.42)
H (-6.34, -4.76, 9.29)
C (-7.13, -3.43, 10.87)
H (-8.67, -1.74, 8.77)
H (-7.56, -1.40, 7.41)
H (-6.95, -1.47, 9.15)
H (-6.91, -4.14, 11.67)
H (-8.03, -2.85, 10.94)
H (-6.34, -2.75, 10.96)
C (-4.85, 6.96, 4.13)
C (-5.23, 6.86, 2.68)
O (-5.19, 5.89, 1.97)
N (-5.89, 8.12, 1.97)
H (-5.95, 7.79, 0.99)
H (-6.85, 8.31, 2.30)
C (-5.14, 9.46, 1.95)
H (-5.73, 6.85, 4.75)
H (-4.37, 7.95, 4.35)
H (-4.24, 6.04, 4.26)
H (-5.17, 9.88, 2.99)
H (-5.70, 10.04, 1.20)
H (-4.09, 9.30, 1.61)
C (7.63, 8.88, 0.05)
C (7.53, 8.34, 1.39)
O (8.21, 7.64, 2.01)
N (6.15, 8.91, 2.07)
H (5.69, 9.44, 1.30)
H (5.53, 8.08, 2.27)
C (6.37, 9.81, 3.23)
H (8.66, 8.89, -0.26)
H (7.39, 9.91, 0.24)
H (6.79, 8.53, -0.53)
H (5.39, 10.16, 3.65)
H (6.91, 10.65, 2.85)
H (6.75, 9.44, 4.16)
C (0.82, 6.95, -7.30)
C (1.14, 5.61, -7.76)
O (2.15, 5.08, -7.92)
N (-0.19, 4.90, -8.37)
H (-0.96, 4.75, -7.79)
H (-0.54, 5.63, -9.00)
C (0.13, 3.55, -8.97)
H (1.70, 7.54, -6.93)
H (0.29, 6.65, -6.38)
H (0.17, 7.48, -8.00)
H (-0.60, 2.76, -8.76)
H (1.16, 3.30, -8.55)
H (0.21, 3.68, -10.05)
C (6.67, -9.97, 13.11)
C (5.86, -9.64, 12.21)
O (5.20, -9.39, 11.38)
N (5.45, -4.99, 9.84)
H (4.56, -4.48, 9.83)
H (6.20, -4.28, 9.84)
C (5.67, -6.29, 10.11)
H (6.05, -10.50, 13.94)
H (7.08, -9.20, 13.78)
H (7.39, -10.67, 12.89)
H (4.81, -7.06, 10.35)
H (6.61, -6.66, 10.48)
H (5.48, 2.94, 2.41)
N (-0.25, 4.56, -4.62)
S (-1.44, 3.58, -4.64)
O (-1.20, 2.28, -4.23)
O (-2.13, 3.70, -5.90)
F (-2.24, 4.30, -3.54)
S (0.46, 5.53, -3.65)
O (1.59, 6.21, -4.26)
O (0.89, 4.74, -2.46)
F (-0.55, 6.70, -3.27)
N (-3.12, -5.34, -0.98)
S (-1.78, -4.39, -0.96)
O (-1.59, -3.62, -2.13)
O (-0.64, -5.15, -0.49)
F (-2.22, -3.65, 0.28)
S (-4.54, -4.82, -1.73)
O (-5.19, -6.06, -2.33)
O (-4.35, -3.56, -2.36)
F (-5.50, -4.44, -0.59)

Atomic partial charges in e from the Löwdin method, atoms 1 to 2: 0.036 -0.367